{"formula": "C8H7NO3", "method": "the ωB97M-V functional and the def2-TZVPD basis", "gap_ev": 10.00, "smiles": "O=C1OC[C@H](c2ccncc2)O1", "relative_energy_ev": 1.242, "e_lumo_ev": 0.2012, "symbols": ["C", "O", "C", "H", "H", "O", "H", "O", "C", "C", "C", "H", "C", "C", "H", "H", "N", "H", "C"], "coordinates": [[2.32004, 0.81847, -1.25748], [-0.21798, 0.38772, 2.14332], [-0.16276, -1.01620, 2.23060], [-1.31789, -0.53682, -1.62850], [-1.98020, -1.30322, 0.18360], [0.77092, -1.72262, 2.31792], [1.78238, 1.60455, 0.78117], [-1.51431, -1.40299, 2.14249], [-1.98233, -0.57348, 1.02875], [0.07932, 0.53743, -0.21074], [1.44693, 1.05414, -0.12014], [-1.49336, 1.64219, 1.09347], [0.73939, -0.27005, -2.48031], [-0.29428, -0.14515, -1.46565], [3.36527, 1.21108, -1.16629], [0.44746, -0.80534, -3.42059], [2.02176, 0.16451, -2.40971], [-3.02984, -0.31275, 1.31304], [-0.98051, 0.66853, 0.92503]], "nbo_charge": [0.045, -0.527, 0.980, 0.226, 0.203, -0.510, 0.245, -0.514, -0.113, -0.013, -0.250, 0.231, 0.044, -0.276, 0.201, 0.197, -0.410, 0.208, 0.033]}


{"formula": "C8H7NO4", "method": "the ωB97M-V functional and the def2-TZVPD basis", "gap_ev": 7.68, "relative_energy_ev": 4.960, "e_lumo_ev": -0.0146, "symbols": ["O", "C", "C", "C", "C", "C", "H", "H", "H", "O", "H", "O", "C", "O", "H", "H", "H", "N", "C", "C"], "coordinates": [[-2.74598, -0.97451, 0.00152], [-0.81217, -1.91738, -0.13506], [0.61986, 0.80611, -0.00603], [0.14140, -3.05681, -0.07387], [-1.87358, 0.03626, 0.15036], [-2.25823, 1.43817, 0.02156], [-0.00161, -3.47306, 1.02560], [3.86507, 0.75159, 0.02286], [1.24996, -2.75240, -0.11930], [1.89322, 0.50022, -0.05270], [-1.54124, 3.31138, -0.12620], [-3.49572, 1.68717, 0.02280], [-1.21524, 2.32929, 0.08218], [0.12702, 1.99420, -0.04553], [3.08167, 2.24660, -0.80907], [2.86233, 1.97450, 0.92495], [-0.17046, -3.80504, -0.81251], [-2.08097, -2.08945, -0.16321], [2.99007, 1.46301, 0.05510], [-0.63540, -0.46987, 0.03657]], "nbo_charge": [-0.213, 0.126, 0.792, -0.650, 0.231, 0.324, 0.241, 0.221, 0.233, -0.476, 0.215, -0.652, -0.135, -0.379, 0.208, 0.194, 0.249, -0.103, -0.253, -0.174]}


{"formula": "C8H7NO6Sn", "method": "the ωB97M-V functional and the def2-TZVPD basis", "gap_ev": 6.68, "relative_energy_ev": 3.485, "e_lumo_ev": -8.7157, "charge": 2, "symbols": ["O", "N", "H", "C", "H", "O", "H", "C", "H", "C", "H", "C", "O", "C", "O", "H", "H", "Sn", "O", "C", "O", "C", "C"], "coordinates": [[2.93168, -1.73779, 0.13596], [-0.59110, 0.25539, 4.21670], [0.92014, -1.26107, 4.19968], [-1.15307, -1.94747, -0.05416], [1.54451, 0.42501, 4.17446], [-2.92864, 1.73762, 0.14053], [-2.49286, 0.02602, 4.98721], [-0.82225, 0.32232, 2.91007], [-1.17379, 0.50124, 6.16721], [-1.94035, 1.15311, -0.06494], [0.77064, -0.22431, 5.66843], [0.00144, -0.00131, -2.82010], [0.12363, -0.02312, 2.15547], [1.95533, -1.16022, -0.05150], [-0.00024, -0.00092, -3.99632], [-1.87022, 1.69688, 4.96505], [-1.84268, 0.68010, 2.55988], [0.00311, -0.00028, -0.47514], [1.73658, 2.92870, 0.13749], [-1.59249, 0.64362, 5.15990], [-1.73705, -2.92790, 0.13968], [1.15998, 1.94879, -0.06430], [0.71310, -0.21922, 4.58054]], "nbo_charge": [-0.293, -0.345, 0.230, 0.508, 0.230, -0.304, 0.226, 0.521, 0.250, 0.507, 0.238, 0.502, -0.736, 0.519, -0.299, 0.226, 0.154, 0.798, -0.295, -0.423, -0.297, 0.512, -0.430]}


{"formula": "C8H7NOS", "method": "the ωB97M-V functional and the def2-TZVPD basis", "gap_ev": [6.96, 7.88], "relative_energy_ev": 5.889, "e_lumo_ev": [-0.5762, -0.2276], "symbols": ["S", "H", "C", "H", "C", "C", "N", "O", "C", "H", "H", "H", "C", "C", "H", "C", "C", "H"], "coordinates": [[-0.61918, 0.15308, 2.35399], [1.06656, 1.58171, -1.89570], [0.47611, -0.46429, 3.47115], [0.59854, 1.94187, 0.24230], [-1.11773, 0.94487, -0.66818], [0.41627, 0.00674, 1.02910], [1.26340, -0.92347, 4.17341], [-1.93078, -2.61354, -0.28926], [0.37080, 0.98688, -0.09678], [-1.88143, 1.11570, 0.14376], [2.10497, 0.00842, -1.21746], [1.24780, -0.64812, 1.16278], [-1.40385, -1.58470, -0.51542], [-1.08338, -0.49658, -1.18811], [-1.46490, 1.63313, -1.36448], [1.11458, 0.51960, -1.33189], [0.21095, -0.60811, -1.85754], [0.63127, -1.55320, -2.15168]], "nbo_charge": [0.406, 0.227, 0.023, 0.224, -0.387, -0.349, -0.294, -0.445, -0.282, 0.212, 0.234, 0.223, 0.696, -0.338, 0.232, -0.457, -0.124, 0.199]}


{"formula": "C8H7NOS", "method": "the ωB97M-V functional and the def2-TZVPD basis", "gap_ev": 8.56, "smiles": "N#CC(=O)c1ccccc1.S", "relative_energy_ev": 1.975, "e_lumo_ev": -1.0776, "symbols": ["S", "O", "C", "C", "N", "H", "C", "C", "H", "H", "C", "C", "H", "H", "H", "C", "H", "C"], "coordinates": [[-2.29686, 2.30969, -0.15983], [-1.91919, -0.80212, 1.77407], [-1.37878, -1.05897, 0.72237], [0.56738, 0.30085, 0.99846], [-2.77504, -1.37312, -1.42934], [-2.05546, 1.25778, 0.60313], [2.39121, 0.15357, -0.41492], [-2.16382, -1.43901, -0.46277], [-0.01895, 0.77739, 1.74787], [3.41411, 0.55351, -0.75648], [-0.03612, -0.78297, 0.29390], [1.75983, 0.77329, 0.62653], [2.35034, 1.38528, 1.37144], [2.31625, -1.17387, -2.01991], [0.19274, -2.13114, -1.38883], [1.77857, -0.80728, -1.21418], [-2.65511, 3.31691, 0.61555], [0.52894, -1.25978, -0.90706]], "nbo_charge": [-0.290, -0.481, 0.468, -0.130, -0.241, 0.138, -0.148, 0.161, 0.232, 0.220, -0.180, -0.219, 0.229, 0.219, 0.230, -0.215, 0.151, -0.145]}


{"formula": "C8H8", "method": "the ωB97M-V functional and the def2-TZVPD basis", "gap_ev": 9.98, "smiles": "C=C=C1C[C@@]12CC2=C", "relative_energy_ev": 5.891, "e_lumo_ev": 0.9836, "symbols": ["H", "H", "C", "H", "H", "C", "H", "C", "C", "C", "H", "C", "H", "H", "C", "C"], "coordinates": [[3.59916, 1.43435, -0.39049], [0.27711, -1.86105, -1.10639], [-1.94377, 0.18940, 0.25048], [-3.89061, 1.13400, -0.09950], [0.17611, -0.37720, -2.10541], [2.24374, 0.17039, 0.24827], [-1.06058, -0.65989, 2.07507], [0.99020, -0.02608, -0.13282], [-0.55001, -0.14571, 0.06127], [-2.71893, 1.14535, -0.20997], [4.16075, 0.13565, 1.07724], [3.46408, 0.60982, 0.34291], [-2.25727, 1.82355, -0.95070], [-1.40594, -1.89928, 0.92636], [0.18709, -0.81083, -1.07166], [-1.27112, -0.86247, 1.08532]], "nbo_charge": [0.238, 0.209, 0.022, 0.208, 0.218, 0.086, 0.226, -0.068, -0.113, -0.381, 0.234, -0.509, 0.211, 0.213, -0.402, -0.392]}


{"formula": "C8H8", "method": "the ωB97M-V functional and the def2-TZVPD basis", "gap_ev": 7.83, "relative_energy_ev": 8.164, "e_lumo_ev": -1.4263, "symbols": ["H", "H", "C", "H", "C", "H", "C", "H", "H", "H", "C", "C", "C", "C", "C", "H"], "coordinates": [[0.07826, 2.62606, -1.13856], [1.47793, 2.78894, -0.13051], [2.81318, -0.62038, -0.53905], [-0.76978, -2.30976, -0.76144], [0.66186, 2.17741, -0.37127], [-1.43934, 0.58254, 1.82211], [0.56551, 0.92590, 0.02686], [0.36028, -1.32850, -1.68372], [-2.44045, -0.26853, 0.65207], [-1.58707, -0.98843, 1.97736], [1.10849, -0.19422, 0.80355], [-0.43275, -1.30950, -1.00419], [-0.19422, -0.31797, 0.17440], [-1.41425, -0.25684, 1.10939], [2.41620, -0.61533, 0.63403], [-1.20386, -0.89139, -1.57104]], "nbo_charge": [0.207, 0.212, 0.016, 0.226, -0.322, 0.229, -0.012, 0.235, 0.231, 0.234, 0.213, -0.597, -0.108, -0.628, -0.350, 0.214]}


{"formula": "C8H8", "method": "the ωB97M-V functional and the def2-TZVPD basis", "gap_ev": 8.32, "relative_energy_ev": 3.586, "e_lumo_ev": 0.5789, "symbols": ["C", "C", "C", "H", "C", "H", "H", "C", "H", "C", "C", "C", "H", "H", "H", "H"], "coordinates": [[0.10354, -0.47748, -1.84997], [0.57150, 0.05884, 0.36608], [0.23549, 0.97369, -1.68101], [-2.19331, -1.00294, -1.82711], [-1.24130, -1.05444, -1.34510], [0.14544, 1.67882, -2.48829], [0.44277, -0.89552, -2.79235], [0.68153, 0.01364, 1.84930], [-1.16266, -1.94324, 0.70011], [-0.75604, -1.46431, -0.16949], [0.57694, -1.01205, -0.49356], [0.51651, 1.27322, -0.38592], [-0.16959, 0.51886, 2.30586], [0.57128, 2.26525, 0.03444], [1.58439, 0.53214, 2.17090], [0.72393, -1.01164, 2.20775]], "nbo_charge": [-0.331, 0.100, -0.091, 0.216, -0.259, 0.211, 0.243, -0.649, 0.219, -0.190, -0.087, -0.278, 0.221, 0.213, 0.237, 0.225]}


{"formula": "C8H8AsBF12N5O4S2Sc", "method": "the ωB97M-V functional and the def2-TZVPD basis", "s_squared": 0.757, "gap_ev": [9.46, 6.94], "spin_multiplicity": 2, "relative_energy_ev": 0.470, "e_lumo_ev": [-4.1206, -7.0584], "charge": 1, "symbols": ["S", "F", "N", "F", "O", "C", "Sc", "N", "H", "F", "F", "F", "C", "O", "H", "C", "H", "C", "F", "F", "N", "H", "S", "H", "C", "F", "F", "F", "C", "N", "H", "F", "N", "H", "C", "O", "C", "As", "B", "F", "H", "O"], "coordinates": [[-1.92756, 4.74463, -1.60042], [0.03800, -2.42590, 0.04449], [-1.40666, 4.02480, -0.19795], [-0.20797, 5.91918, -3.19032], [-0.81894, 2.03332, 1.24456], [1.32194, -0.76305, 4.06213], [-0.58562, -0.02184, 0.16156], [2.59780, -0.42923, 0.45802], [3.59911, -0.41309, 2.49717], [-3.36932, 0.97560, -0.84953], [-0.74761, -3.62259, -2.01462], [-0.39020, 3.79036, -3.51239], [-0.71035, -0.49221, 3.29804], [-0.84536, 1.66014, -1.06463], [3.17840, -1.85071, 2.12632], [2.02063, 0.21428, -1.52017], [4.65394, -0.78825, 0.10578], [3.38910, -0.07645, -1.58577], [-1.00804, -1.13638, -1.60567], [-2.99899, -2.59336, -1.53304], [0.08865, -0.47458, 2.24050], [2.23834, -0.90640, 4.61020], [-1.41492, 2.55218, 0.00292], [1.35906, 0.56862, -2.29661], [-0.33546, 4.75008, -2.60083], [-4.07904, 2.81075, 0.08356], [0.71761, 4.53234, -1.81637], [-3.27599, 1.19545, 1.28596], [3.71430, -0.47763, -0.32071], [1.35459, -0.63521, 2.70344], [4.03736, 0.00253, -2.43950], [-1.89604, -4.00334, 0.22356], [1.55196, 0.00373, -0.29360], [-0.34505, -0.70095, 5.48766], [0.02795, -0.65745, 4.48047], [-2.23646, 6.08173, -1.26243], [-3.18215, 1.86251, 0.12271], [-1.49164, -2.73535, -0.79973], [2.56929, -0.74800, 1.89143], [-2.07137, -1.47619, 0.48015], [-1.77693, -0.37704, 3.17632], [-2.82685, 3.87767, -2.28277]], "mulliken_spin": [0.000, 0.000, 0.000, 0.000, 0.000, 0.017, 0.003, 0.064, 0.221, 0.000, 0.000, 0.000, 0.081, -0.001, 0.311, 0.078, 0.006, 0.003, 0.000, 0.000, -0.029, 0.002, -0.002, 0.008, 0.000, 0.000, 0.000, 0.000, 0.017, 0.070, 0.000, 0.000, -0.028, 0.000, 0.005, 0.000, 0.000, 0.000, 0.167, 0.000, 0.007, 0.000]}


{"formula": "C8H8BN3O2S", "method": "the ωB97M-V functional and the def2-TZVPD basis", "s_squared": 2.094, "gap_ev": [6.45, 6.70], "spin_multiplicity": 3, "e_lumo_ev": [0.0231, -1.7203], "symbols": ["N", "H", "C", "H", "H", "H", "H", "C", "C", "O", "B", "C", "S", "N", "N", "H", "H", "O", "C", "C", "C", "C", "H"], "coordinates": [[-2.09040, 2.23013, 0.89725], [2.46330, -2.37166, -0.53332], [2.32960, -1.60557, 0.21792], [-3.35385, 3.69034, 1.69592], [-1.01833, -2.65764, -4.29097], [-1.90039, 3.60075, 3.91615], [1.22556, -2.80962, -3.54788], [-0.53296, -0.62729, -1.70572], [-1.04856, 1.54095, 1.24886], [-1.21332, -2.00976, -3.61258], [-0.19711, -1.65588, -2.77818], [-1.76634, 3.03317, 3.01816], [-0.47945, 1.89156, 2.87869], [1.17808, -0.92697, 0.03831], [0.65645, -0.05944, 0.78304], [4.14001, -1.94804, 1.23657], [-1.86541, 0.90184, -1.06256], [1.06030, -2.16575, -2.85774], [3.23814, -1.36826, 1.16962], [-2.49734, 3.06516, 1.87348], [-0.40797, 0.57562, 0.42581], [-1.00658, 0.26505, -0.90777], [3.08659, -0.58866, 1.89692]], "mulliken_spin": [0.099, 0.005, -0.097, 0.002, 0.007, 0.004, 0.002, 0.914, 0.005, -0.003, 0.134, 0.087, 0.052, 0.443, -0.119, 0.008, 0.063, 0.012, 0.305, -0.018, 0.275, -0.192, 0.012]}


{"formula": "C8H8Br4O", "method": "the ωB97M-V functional and the def2-TZVPD basis", "gap_ev": 8.43, "smiles": "C/C(=C/Br)C(Br)Br.O=C=C/C=C/Br", "relative_energy_ev": 0.835, "e_lumo_ev": -0.0381, "symbols": ["Br", "H", "H", "Br", "C", "C", "H", "C", "H", "Br", "H", "C", "H", "O", "C", "C", "C", "Br", "H", "C", "H"], "coordinates": [[0.22633, -2.85507, 0.62735], [-0.09808, 0.42495, -2.57467], [-1.80947, -0.96661, 1.47353], [-3.68373, -1.15605, -0.21783], [-2.21009, -0.36871, 0.64259], [-0.98325, 1.50046, 1.27973], [-2.53165, 1.53516, -0.40811], [-0.04382, 0.91742, 2.01810], [2.01519, -1.37461, 0.82133], [3.10427, 0.94925, 0.67997], [1.73414, 0.81455, -2.13387], [-0.09458, -1.41234, -0.50201], [0.32219, 1.56364, -1.25351], [0.68691, 0.45050, 2.81779], [2.17121, -0.56172, -0.00275], [0.76774, -0.42805, -0.65284], [0.69071, 0.65971, -1.75689], [3.33405, -1.65259, -1.34159], [-0.78086, 2.53060, 1.29911], [-1.88249, 0.89084, 0.36751], [-0.93476, -1.46132, -1.18295]], "nbo_charge": [0.094, 0.229, 0.230, 0.055, -0.291, -0.573, 0.255, 0.749, 0.261, 0.110, 0.243, -0.277, 0.227, -0.445, -0.363, -0.098, -0.652, -0.032, 0.275, -0.237, 0.241]}